[1]
Density functional theory data (the ωB97M-V functional and the def2-TZVPD basis) for an isolated molecule of C15H13N7O in a non-equilibrium geometry.

As for the structure (SMILES): NCc1cccc(-n2c(-c3nonc3N)nc3cnccc32)c1. The value obtained for the energy above the lowest of the compared OMol25 structures with the same formula, charge and spin is 178.30 kJ/mol. For the HOMO-LUMO gap, the calculation gives 8.7 eV. The value obtained for the LUMO energy is -0.41 eV.

Element x y z (Å)
N  1.48393  2.38675  0.53859
N  1.83934  4.44670  -0.53397
N  -0.24066  1.31460  -2.47944
N  -1.90599  -1.64960  -4.13142
O  2.08426  3.75234  0.77680
C  0.91033  2.44001  -0.66197
C  1.07600  3.69543  -1.26144
C  0.28011  1.16853  -1.26686
C  -1.54670  -2.47650  -3.12001
C  -1.54379  -0.36405  -3.88334
C  2.28893  -1.19828  2.08404
C  1.82470  -0.81620  0.82125
C  -0.82000  -2.15065  -2.02722
C  1.39294  -1.57554  2.99644
C  -0.49706  -1.14764  1.40447
C  -0.79369  0.09599  -2.81713
C  0.47536  -0.71265  0.43597
C  -0.53548  -0.84346  -1.81888
C  -0.02972  -1.44456  2.61514
N  0.57945  4.21185  -2.46693
N  0.11649  -0.15364  -0.79781
N  -1.97487  -0.52964  3.75846
C  -1.10758  -1.69293  3.62075
H  -1.65710  -3.55829  -3.36106
H  -1.72100  0.36322  -4.66516
H  3.33613  -1.09082  2.23795
H  2.56518  -0.61252  -0.02168
H  -0.57790  -2.99339  -1.44909
H  1.75460  -1.96238  3.94508
H  -1.62647  -0.98238  1.18927
H  0.16711  3.53218  -3.09443
H  0.61984  5.24770  -2.65861
H  -2.28023  -0.46328  4.74570
H  -1.51986  0.32005  3.46552
H  -0.77480  -2.02932  4.59262
H  -1.64182  -2.52762  3.28842



[2]
Density functional theory data (the ωB97M-V functional and the def2-TZVPD basis) for a structure of composition C15H13N7O3S4W in a non-equilibrium geometry.

As for the net charge: +2. For the HOMO-LUMO gap (spin up / spin down), the calculation gives 3.5 / 3.5 eV. The value obtained for the LUMO energy (spin up / spin down) is -9.73 / -9.66 eV.

Element x y z (Å)
W  1.09878  -0.33246  0.49847
O  -3.76356  1.05451  -1.70376
C  -3.35062  0.05126  -2.53795
C  -4.23522  -0.28636  -3.61797
C  -3.79286  -1.03428  -4.68602
C  -2.43436  -1.44375  -4.78664
C  -1.59354  -1.13185  -3.74350
C  -1.99488  -0.42036  -2.60151
C  -1.15034  -0.21787  -1.41975
O  0.02602  -0.78049  -1.31273
N  -1.63160  0.50734  -0.44069
N  -0.75415  0.67217  0.62227
C  -1.04937  1.44543  1.63430
C  -0.06733  2.06556  2.48384
C  -0.26609  3.25691  3.23683
C  0.77212  4.07483  3.61877
C  2.10580  3.71916  3.27538
C  2.39957  2.48618  2.71172
C  1.33412  1.62700  2.45081
O  1.54263  0.31392  2.26263
H  -3.03755  1.03459  -0.97985
H  -5.21994  0.20755  -3.59566
H  -4.49113  -1.35647  -5.45448
H  -1.98528  -2.02869  -5.52699
H  -0.55005  -1.39139  -3.76971
H  -2.06766  1.81443  1.68170
H  -1.28462  3.50951  3.48520
H  0.70654  5.03510  4.17706
H  2.92412  4.35163  3.63460
H  3.41244  2.15653  2.41819
S  3.61983  -0.87197  0.62020
S  4.66149  0.82496  0.22203
S  3.58770  1.68102  -1.41886
S  1.60473  1.68283  -0.88372
N  3.07292  -4.30775  0.34191
N  2.01799  -3.70156  0.86568
N  1.24663  -4.14096  1.94852
C  0.25280  -3.19808  1.97566
N  0.44509  -2.26168  0.99397
N  1.48198  -2.65860  0.24044
H  3.59381  -4.88226  1.00090
H  3.41495  -3.93897  -0.55805
H  -0.60186  -3.18666  2.63672



[3]
Density functional theory data (the ωB97M-V functional and the def2-TZVPD basis) for an isolated molecule of C15H13NO in a non-equilibrium geometry.

As for the structure (SMILES): COC1=Cc2ccccc2Nc2ccccc21. The value obtained for the energy above the lowest of the compared OMol25 structures with the same formula, charge and spin is 0.00 kJ/mol. For the HOMO-LUMO gap, the calculation gives 8.1 eV. The value obtained for the LUMO energy is 0.67 eV.

Element x y z (Å)
O  -1.75500  -0.98527  -2.18997
C  -1.79308  -0.27947  -0.02689
C  -1.09480  -0.32239  -1.24359
C  -2.05734  1.00385  3.48985
C  2.08838  1.01141  -2.51917
C  -0.77839  0.59658  4.03046
C  2.97302  0.87255  -1.44070
C  -2.27028  0.73256  2.14792
C  0.78734  0.78297  -2.41831
C  0.23844  -0.00370  3.18503
C  2.57929  0.24885  -0.23902
C  -1.32431  0.14258  1.33048
C  0.33520  0.03142  -1.29652
C  -0.07568  -0.14523  1.81927
C  1.26627  -0.28548  -0.26738
N  0.86002  -0.78357  0.92910
C  -1.00914  -1.77843  -3.13930
H  -2.81497  -0.68613  0.03050
H  -2.67522  1.69344  4.00899
H  2.50361  1.54699  -3.40877
H  -0.59291  0.79281  5.03852
H  3.97107  1.30367  -1.54338
H  -3.19244  0.82935  1.60567
H  0.14848  0.96982  -3.27514
H  1.27317  -0.13287  3.62429
H  3.23368  0.15249  0.60449
H  1.57203  -1.36084  1.38544
H  -0.80869  -1.18931  -4.05250
H  -1.51529  -2.67698  -3.48191
H  -0.07247  -2.08165  -2.68742



[4]
Density functional theory data (the ωB97M-V functional and the def2-TZVPD basis) for an isolated molecule of C15H14BF2NO in a non-equilibrium geometry.

As for the structure (SMILES): O=C(N[C@H](Cc1ccccc1)B(F)F)c1ccccc1. The value obtained for the energy above the lowest of the compared OMol25 structures with the same formula, charge and spin is 223.65 kJ/mol. For the HOMO-LUMO gap, the calculation gives 9.3 eV. The value obtained for the LUMO energy is 0.25 eV.

Element x y z (Å)
O  -1.78535  0.53394  0.35387
F  3.16178  -0.25693  -1.60541
F  2.83450  -1.37788  0.46826
B  2.41855  -0.43298  -0.48898
C  -0.91604  1.25594  0.85632
C  -1.70813  3.57623  4.26544
C  1.21646  -3.64653  -3.95931
C  -1.01203  4.14713  3.22803
C  -2.36944  2.31687  4.11566
C  0.09062  -2.96881  -4.02400
C  1.98546  -3.60637  -2.80210
C  -0.87334  3.41427  2.13260
C  -2.09924  1.50569  2.97221
C  -0.34848  -2.14022  -3.00221
C  1.57142  -2.68708  -1.79986
C  -1.31820  2.08489  1.98850
C  0.41193  -1.90601  -1.87617
N  0.45241  1.21738  0.47138
C  0.05852  -1.04242  -0.69496
C  0.89790  0.19440  -0.57655
H  -1.83004  4.06005  5.24888
H  1.50257  -4.31896  -4.76156
H  -0.62255  5.11307  3.26095
H  -3.00602  1.96352  4.88504
H  -0.55965  -3.10018  -4.91181
H  2.95436  -3.97245  -2.88426
H  -0.64373  3.92999  1.20907
H  -2.55194  0.54152  2.93370
H  -1.40491  -1.94509  -2.88457
H  2.29834  -2.63611  -0.97980
H  1.21623  1.64987  0.92613
H  -0.04301  -1.60876  0.22959
H  -1.04297  -0.70093  -0.80865
H  1.06405  0.84297  -1.48543